Arrangement one

Molecular formula: C8H13NO
Method: DFT, ωB97M-V/def2-TZVPD

Geometry as ORCA input:
```
! RIJCOSX wB97M-V def2-TZVPD def2/J DEFGRID3
* xyz 0 1
C -1.6626 -2.0612 -0.1549
C -1.6098 2.0098 -0.2756
C 1.4066 -2.0982 -0.2396
C 1.4446 2.1641 -0.1356
N 1.2551 0.0319 1.1289
C -0.7754 -0.9748 0.3640
C -0.7560 0.9097 0.2742
C 0.6021 -1.2111 0.6732
C 0.6535 1.0608 0.4803
O -1.4488 0.0146 1.1241
H 2.2679 0.0234 1.1560
H -1.4357 -2.2737 -1.2028
H -1.5240 -2.9837 0.4163
H -2.7171 -1.7851 -0.0791
H -1.4792 2.9370 0.2908
H -1.3654 2.2037 -1.3234
H -2.6692 1.7495 -0.2190
H 1.2636 -3.1297 0.0984
H 1.1319 -2.0409 -1.3063
H 2.4798 -1.9009 -0.1641
H 1.2851 2.1803 -1.2230
H 1.1356 3.1270 0.2802
H 2.5175 2.0475 0.0369
*
```

M, g/mol: 139.198
HOMO-LUMO gap, eV: 7.81
HOMO level, hartree: -0.259
LUMO, eV: 0.8


Arrangement two

Molecular formula: C8H13NO
Method: DFT, ωB97M-V/def2-TZVPD

Geometry as ORCA input:
```
! RIJCOSX wB97M-V def2-TZVPD def2/J DEFGRID3
* xyz 0 1
N -1.5661 1.9203 0.4751
C -0.6873 1.3919 -0.1308
C 0.3925 0.4291 -0.3144
C 1.2757 0.6551 -1.5303
C 1.8169 0.9356 -0.1688
C 0.1086 -0.9974 0.1069
C -0.2910 -1.3255 1.5628
C -1.2241 -2.4252 1.0052
C -1.1647 -1.7284 -0.3742
H 1.5933 -0.2517 -2.0468
H 1.0558 1.5074 -2.1734
H 1.9659 1.9748 0.1242
H 2.5214 0.2303 0.2735
H 0.9941 -1.5898 -0.1668
H 0.5136 -1.6281 2.2459
H -0.8610 -0.5058 2.0208
H -0.7291 -3.4059 0.9853
H -2.2108 -2.5357 1.4730
H -2.0058 -1.0341 -0.5064
H -1.0711 -2.3577 -1.2690
O -0.1536 3.5700 -0.9067
H 0.7195 3.7076 -0.5282
H -0.9928 3.4631 -0.1570
*
```

M, g/mol: 139.198
SMILES: N#CC1(C2CCC2)CC1.O
HOMO-LUMO gap, eV: 10.94
HOMO level, hartree: -0.372
LUMO, eV: 0.8


Stability ranking, top entry: arrangement two; the second entry is 7.0 kcal/mol less favorable.


Arrangement one

Molecular formula: C3H6N3S
Method: DFT, ωB97M-V/def2-TZVPD

Geometry as ORCA input:
```
! RIJCOSX wB97M-V def2-TZVPD def2/J DEFGRID3
* xyz 1 1
C -1.2177 0.0551 0.0548
C 1.5253 0.0560 0.5241
C 0.8446 -1.0647 -0.1222
N -0.4882 -1.1069 -0.0541
N -0.5947 1.1661 -0.2144
N 0.7168 1.1634 -0.0482
S -2.9522 -0.1169 0.1938
H 1.3080 0.1995 1.5597
H 2.5182 0.0724 0.3535
H 1.5072 -1.6232 -0.6863
H -0.9540 -1.8704 -0.4328
H -3.1810 1.1708 -0.4613
H 0.9676 1.8987 -0.6666
*
```

M, g/mol: 116.169
SMILES: SC1=NNCC=[NH+]1
HOMO-LUMO gap (alpha / beta), eV: 7.60 / 7.59
HOMO level (alpha / beta), hartree: -0.479 / -0.479
LUMO (alpha / beta), eV: -5.4 / -5.4


Arrangement two

Molecular formula: C3H6N3S
Method: DFT, ωB97M-V/def2-TZVPD

Geometry as ORCA input:
```
! RIJCOSX wB97M-V def2-TZVPD def2/J DEFGRID3
* xyz 1 1
C -1.0676 0.9078 0.3573
C -2.0378 0.3616 -0.4298
C 0.1297 -0.8552 -0.5755
N 0.0346 0.0897 0.3300
N 1.2615 -1.4099 -0.9571
N 1.4341 0.7756 1.1297
S -1.4354 -1.0415 -1.2237
H -1.0723 1.9104 0.8644
H -2.9968 0.8989 -0.7387
H 2.1104 -1.2686 -0.4346
H 1.2030 -2.2453 -1.5011
H 1.4191 0.1953 1.8778
H 1.0175 1.6813 1.3013
*
```

M, g/mol: 116.169
HOMO-LUMO gap, eV: 9.55
HOMO level, hartree: -0.499
LUMO, eV: -4.0


Stability ranking, top entry: arrangement two; the second entry is 21.8 kcal/mol less favorable.


Arrangement one

Molecular formula: C6H25NO7
Method: DFT, ωB97M-V/def2-TZVPD

Geometry as ORCA input:
```
! RIJCOSX wB97M-V def2-TZVPD def2/J DEFGRID3
* xyz 0 1
C -1.1111 0.6832 -2.5201
C -0.4511 -0.4273 -1.7316
N -1.1738 -1.1371 -0.8198
C -0.4850 -2.2818 -0.2152
C -1.3611 -3.4348 0.3222
C -2.5820 -0.8883 -0.5093
C -3.5083 -1.3525 -1.6506
O 0.7310 -0.6823 -1.9298
H -1.5793 1.5058 -1.9773
H -1.7584 0.1837 -3.2353
H -0.3350 1.2233 -3.0573
H 0.2051 -2.7042 -0.9385
H 0.1156 -1.8917 0.6162
H -2.0002 -3.7396 -0.5049
H -0.6531 -4.2083 0.6058
H -1.9079 -3.0916 1.1954
H -2.7900 -1.5125 0.3368
H -2.8156 0.1661 -0.3709
H -4.5326 -0.9822 -1.5706
H -3.2390 -1.0098 -2.6452
H -3.5204 -2.4392 -1.6988
H 1.7691 -0.1950 4.6878
H 2.4590 0.7150 3.6757
O 2.0662 -0.1611 3.7743
H 0.0311 1.5550 1.8926
H -0.0977 2.6388 0.7123
O 0.4025 2.3318 1.4701
H 3.8820 2.5386 1.7119
H 2.5608 2.5594 2.2862
O 3.4358 2.9325 2.4741
H 4.1550 0.2832 -2.3366
H 3.1189 -0.5230 -1.4350
O 3.7183 0.2241 -1.4879
H -2.5608 4.0121 1.2918
H -1.4002 4.6302 0.7109
O -2.0491 3.9517 0.4725
H 4.4678 0.8156 0.3233
H 4.0199 -0.4121 1.1638
O 4.7737 0.1241 0.9112
*
```

M, g/mol: 223.266
SMILES: CCN(CC)C(C)=O.O.O.O.O.O.O
HOMO-LUMO gap, eV: 9.56
HOMO level, hartree: -0.341
LUMO, eV: 0.3


Arrangement two

Molecular formula: C6H25NO7
Method: DFT, ωB97M-V/def2-TZVPD

Geometry as ORCA input:
```
! RIJCOSX wB97M-V def2-TZVPD def2/J DEFGRID3
* xyz 0 1
C -0.1250 -1.5434 1.9443
O -0.6787 -0.4485 2.6760
C -0.5367 -1.2202 0.4511
C 0.5061 -1.9872 -0.4931
C 1.2599 -1.0113 -1.3525
C 2.6395 -0.8980 -1.3521
C 0.3110 -0.2247 -2.2853
N -1.9633 -1.6686 0.2914
H 0.9752 -1.4224 2.2440
H -0.4051 -2.4835 2.2855
H -1.5745 -0.0809 2.6071
H -0.4051 -0.0439 0.3372
H 1.0322 -2.7148 0.1965
H 0.0110 -2.6829 -1.1951
H 3.2119 -0.1815 -1.9047
H 3.1028 -1.7696 -0.7456
H -0.1422 -1.0532 -2.8930
H 0.7855 0.5194 -2.9132
H -0.4327 0.2698 -1.7468
H -2.1950 -2.3160 1.0575
H -2.2235 -2.1113 -0.6594
H -2.8677 -1.2009 -3.8120
H -2.5523 -2.6871 -3.6168
O -2.1710 -1.8591 -3.7471
H -0.6685 2.1486 3.0150
H -0.3951 1.1593 2.0585
O -0.3115 2.0785 2.1278
H 2.2018 2.9150 0.0330
H 1.6633 4.2012 -0.2615
O 1.8291 3.3599 -0.7167
H -0.5506 2.2815 0.2557
H 0.1565 2.4342 -1.1670
O -0.5953 2.0874 -0.6359
H 2.4899 0.2511 1.4175
H 3.7913 0.5889 0.6222
O 3.2285 0.8516 1.4780
H -2.0198 0.9470 0.5271
H -3.1097 0.1261 1.1920
O -2.6093 0.9170 1.2620
*
```

M, g/mol: 223.266
SMILES: C=C(C)C[C@@H](N)CO.O.O.O.O.O.O
HOMO-LUMO gap, eV: 9.56
HOMO level, hartree: -0.336
LUMO, eV: 0.4


Stability ranking, top entry: arrangement one; the second entry is 57.6 kcal/mol less favorable.


Arrangement one

Molecular formula: CH4OS3
Method: DFT, ωB97M-V/def2-TZVPD

Geometry as ORCA input:
```
! RIJCOSX wB97M-V def2-TZVPD def2/J DEFGRID3
* xyz 0 1
C 1.1911 0.1697 1.0157
O -2.0546 -1.4243 -1.5122
S -1.8310 1.2258 -0.0583
S 1.0161 -1.0489 -0.2527
S -1.2362 -0.3696 -1.0625
H 1.3678 -0.3703 1.8815
H 0.1891 0.6050 1.0869
H 2.0293 0.9807 0.9814
H -0.6716 0.2319 -2.0799
*
```

M, g/mol: 128.243
SMILES: CS[S@@H](=O)=S
HOMO-LUMO gap, eV: 7.98
HOMO level, hartree: -0.353
LUMO, eV: -1.6


Arrangement two

Molecular formula: CH4OS3
Method: DFT, ωB97M-V/def2-TZVPD

Geometry as ORCA input:
```
! RIJCOSX wB97M-V def2-TZVPD def2/J DEFGRID3
* xyz 0 1
C -0.3496 0.0302 0.1987
O 3.1637 -0.0945 1.5603
S 2.9887 2.1885 3.2572
S 0.6860 1.4797 0.5776
S 3.5156 0.3984 2.8686
H -1.2880 0.2709 -0.1574
H -0.2493 -0.6542 1.0901
H 0.0669 -0.4319 -0.7527
H 1.8529 1.2104 -0.1023
*
```

M, g/mol: 128.243
HOMO-LUMO gap (alpha / beta), eV: 6.89 / 6.89
HOMO level (alpha / beta), hartree: -0.319 / -0.319
LUMO (alpha / beta), eV: -1.8 / -1.8


Stability ranking, top entry: arrangement two; the second entry is 29.4 kcal/mol less favorable.


Arrangement one

Molecular formula: C3H5NS2
Method: DFT, ωB97M-V/def2-TZVPD

Geometry as ORCA input:
```
! RIJCOSX wB97M-V def2-TZVPD def2/J DEFGRID3
* xyz 0 1
C 0.4283 -1.8005 -0.1888
C 1.6422 -2.2264 -0.4913
C 0.7832 0.6023 -0.1368
H -1.6456 1.0691 0.4155
H -0.4025 -2.5147 -0.0267
H 2.4953 -1.5735 -0.6503
H 1.8261 -3.2803 -0.5813
H 1.8362 0.3196 -0.3622
N -0.0205 -0.4657 -0.0253
S -1.7111 -0.3188 0.3588
S 0.3930 2.1806 0.0340
*
```

M, g/mol: 119.214
SMILES: C=CN(S)C=S
HOMO-LUMO gap, eV: 8.65
HOMO level, hartree: -0.314
LUMO, eV: 0.1


Arrangement two

Molecular formula: C3H5NS2
Method: DFT, ωB97M-V/def2-TZVPD

Geometry as ORCA input:
```
! RIJCOSX wB97M-V def2-TZVPD def2/J DEFGRID3
* xyz 0 1
C 0.2994 0.2360 2.0692
C 0.3138 -0.0747 -0.2406
C -0.2817 0.3213 -1.5591
N -0.6056 -0.6353 0.6706
S 0.0661 -0.1482 3.5675
S 0.9621 1.3108 0.9022
H 1.3156 -0.5247 -0.2692
H -0.4828 -0.5279 -2.0855
H 0.2676 0.9667 -2.2478
H -1.2353 0.8061 -1.4371
H -0.6193 -1.7301 0.6298
*
```

M, g/mol: 119.214
HOMO-LUMO gap, eV: 8.58
HOMO level, hartree: -0.318
LUMO, eV: -0.1


Arrangement three

Molecular formula: C3H5NS2
Method: DFT, ωB97M-V/def2-TZVPD

Geometry as ORCA input:
```
! RIJCOSX wB97M-V def2-TZVPD def2/J DEFGRID3
* xyz 0 1
C 1.2016 -0.7062 0.8261
C 0.0624 -0.7321 -0.2295
C -1.1849 1.5716 -0.8301
H 1.5126 0.2943 1.0302
H 0.8670 -1.2134 1.7534
H 2.1022 -1.2365 0.3200
H 0.1458 -1.7229 -0.7659
H -1.4274 2.4705 -1.3350
N -1.9252 1.0881 0.0932
S 0.1539 0.6545 -1.4763
S -1.5080 -0.4678 0.6139
*
```

M, g/mol: 119.214
SMILES: C[C@@H]1SC=NS1
HOMO-LUMO gap, eV: 9.08
HOMO level, hartree: -0.306
LUMO, eV: 0.7


Stability ranking, top entry: arrangement three; the second entry is 17.6 kcal/mol less favorable.